Entry 1:
A structure of composition C23H17ClNO9Pt, computed with wB97M-V/def2-TZVPD.

Last column: natural (NBO) charge in e.
CARTESIAN COORDINATES (ANGSTROEM)
1 Pt 0.8198 0.8328 -0.2732  1.34
2 C -4.4141 5.5337 -0.2999  -0.25
3 O -5.0346 4.2644 -0.2644  -0.50
4 C -4.2178 3.1742 -0.2848  0.34
5 C -4.8926 1.9318 -0.2783  -0.35
6 C -4.1422 0.7960 -0.2970  -0.11
7 C -2.7246 0.7917 -0.3092  -0.35
8 C -2.0467 -0.4803 -0.2723  0.60
9 C -2.8395 -1.7635 -0.4229  -0.70
10 O -0.8293 -0.6413 -0.0997  -0.64
11 C -2.0444 2.0557 -0.3317  0.47
12 O -0.7867 2.2456 -0.3993  -0.71
13 C -2.8536 3.2379 -0.3085  -0.38
14 H -5.2177 6.2659 -0.2987  0.19
15 H -3.8113 5.6540 -1.2032  0.18
16 H -3.7784 5.6881 0.5757  0.18
17 H -5.9725 1.9116 -0.2590  0.21
18 H -4.6623 -0.1518 -0.2879  0.20
19 H -3.5063 -1.7259 -1.2830  0.22
20 H -3.4430 -1.9473 0.4677  0.22
21 H -2.1311 -2.5789 -0.5416  0.24
22 H -2.3116 4.1710 -0.3232  0.22
23 Cl 5.3203 0.1916 5.5995  -0.04
24 C 4.0415 0.4706 4.4383  -0.11
25 C 2.7061 0.5302 4.8836  -0.19
26 C 1.6922 0.7444 4.0002  -0.28
27 C 1.9237 0.9263 2.5946  0.45
28 O 0.9157 1.1324 1.8441  -0.71
29 C 3.2920 0.8677 2.1739  -0.32
30 C 3.7352 1.0381 0.8182  0.42
31 O 3.0731 1.3336 -0.1775  -0.62
32 C 4.3190 0.6264 3.1171  -0.16
33 H 2.4952 0.3995 5.9377  0.22
34 H 0.6629 0.7845 4.3304  0.22
35 H 4.8188 0.8804 0.6685  0.12
36 H 5.3445 0.5754 2.7703  0.22
37 O 0.9585 -0.3277 -4.4089  -0.68
38 C 1.0400 -0.4180 -3.1885  0.75
39 O 0.8209 0.5315 -2.3701  -0.78
40 C 1.3737 -1.8127 -2.6391  -0.03
41 C 1.3062 -2.8788 -3.5367  -0.20
42 C 1.5883 -4.1724 -3.1382  -0.21
43 C 1.9520 -4.3893 -1.8206  0.00
44 C 2.0390 -3.3618 -0.9029  -0.19
45 C 1.7443 -2.0741 -1.3255  -0.20
46 N 2.2594 -5.7656 -1.3831  0.54
47 O 2.5119 -5.9473 -0.2070  -0.39
48 O 2.2124 -6.6513 -2.2177  -0.40
49 H 1.0281 -2.6550 -4.5570  0.25
50 H 1.5338 -5.0041 -3.8247  0.24
51 H 2.3250 -3.5699 0.1174  0.24
52 H 1.8067 -1.2697 -0.6019  0.20

Atoms 1-3, force components in eV/Å:
Pt -0.3064 -0.1525 0.0931
C 0.0069 -0.0121 0.0100
O 0.0159 0.0059 -0.0201

<S²>: 2.005
Spin multiplicity: 3
Charge: -1
HOMO energy (alpha / beta) in hartree: -0.17849 / -0.19513
ΔE to the lowest compared entry with this formula, charge and spin in kcal per mole: 7.79
HOMO-LUMO gap (alpha / beta) in eV: 6.66 / 7.12


Entry 2:
A structure of composition C23H18AsN2O8PdS, computed with wB97M-V/def2-TZVPD.

Last column: natural (NBO) charge in e.
CARTESIAN COORDINATES (ANGSTROEM)
1 Pd 0.8380 0.5529 1.1624  1.04
2 C 3.2574 2.6137 1.0955  -0.25
3 O 1.8549 2.3674 0.9464  -0.50
4 C 1.0218 3.3595 0.5130  0.29
5 C 1.4590 4.6283 0.1735  -0.27
6 C 0.5344 5.5806 -0.2348  -0.20
7 C -0.8130 5.2657 -0.3048  -0.23
8 C -1.2441 3.9898 0.0230  -0.22
9 C -0.3327 3.0281 0.4313  0.14
10 N -0.6818 1.6881 0.7406  -0.25
11 N -1.8928 1.3750 0.6143  -0.12
12 C -2.3398 0.1200 0.8189  -0.07
13 C -1.5463 -0.9932 1.2472  0.44
14 O -0.3090 -0.9895 1.5232  -0.58
15 C -2.2044 -2.2735 1.3940  -0.26
16 C -3.5160 -2.4287 1.1497  -0.13
17 C -4.3447 -1.3344 0.7273  -0.13
18 C -5.7123 -1.5225 0.4716  -0.17
19 C -6.5028 -0.4798 0.0545  -0.25
20 C -5.9254 0.7839 -0.1190  -0.21
21 C -4.5875 0.9865 0.1247  -0.21
22 C -3.7606 -0.0666 0.5581  0.08
23 H 3.7099 2.7292 0.1138  0.22
24 H 3.6546 1.7249 1.5759  0.24
25 H 3.3947 3.4909 1.7310  0.17
26 H 2.5105 4.8705 0.2098  0.22
27 H 0.8789 6.5701 -0.5058  0.21
28 H -1.5306 6.0077 -0.6291  0.21
29 H -2.2861 3.7139 -0.0436  0.23
30 H -1.5670 -3.0947 1.6918  0.23
31 H -3.9767 -3.4045 1.2604  0.20
32 H -6.1334 -2.5126 0.6057  0.20
33 H -7.5560 -0.6325 -0.1434  0.20
34 H -6.5371 1.6127 -0.4543  0.20
35 H -4.1511 1.9637 -0.0202  0.22
36 O 5.0476 -0.6707 0.6343  -1.05
37 As 3.3654 -0.7476 0.0248  2.41
38 O 3.2252 0.5444 -0.9710  -1.18
39 O 2.4641 -0.5785 1.4630  -1.14
40 C 3.2637 -2.5132 -0.6671  -0.45
41 C 4.4223 -3.2876 -0.7147  -0.19
42 C 4.4019 -4.5717 -1.2176  -0.29
43 C 3.1827 -5.0864 -1.6692  -0.20
44 C 2.0399 -4.3285 -1.6400  -0.27
45 C 2.0567 -2.9810 -1.2136  0.40
46 S 0.1957 -1.6273 -2.0290  1.68
47 O 0.0598 -0.2412 -1.5757  -1.02
48 O 1.4727 -1.8806 -2.7997  -0.98
49 O 0.8513 -2.4855 -0.7036  -0.76
50 H 5.4344 0.0469 0.1173  0.48
51 H 5.3378 -2.8698 -0.3150  0.23
52 H 5.2993 -5.1759 -1.2256  0.20
53 H 3.1260 -6.1094 -2.0245  0.20
54 H 1.0906 -4.7267 -1.9757  0.21

Atoms 1-3, force components in eV/Å:
Pd -0.0361 -0.1294 -0.1545
C 0.0310 0.0054 0.0072
O -0.0686 -0.0156 0.0543

Charge: -1
HOMO energy in hartree: -0.17963
ΔE to the lowest compared entry with this formula, charge and spin in kcal per mole: 37.66
HOMO-LUMO gap in eV: 6.54


Entry 3:
A structure of composition C23H18Br2I2MoN2O, computed with wB97M-V/def2-TZVPD.

Last column: natural (NBO) charge in e.
CARTESIAN COORDINATES (ANGSTROEM)
1 Mo 0.3977 0.0013 -0.2870  1.21
2 I -0.9004 2.0928 -1.8784  0.42
3 C 0.6515 1.7987 -3.3255  -0.68
4 I 1.7639 0.0359 -2.8612  0.46
5 H 1.3160 2.6541 -3.3001  0.26
6 H 0.1858 1.6703 -4.2959  0.26
7 C -0.6294 1.7674 2.4851  -0.67
8 C -1.5496 0.6503 2.1103  0.30
9 C -2.7086 0.3916 2.8519  -0.26
10 C -3.5455 -0.6399 2.5118  -0.04
11 C -3.2395 -1.4608 1.4115  -0.15
12 C -3.9979 -2.5810 0.9728  -0.04
13 Br -5.5907 -3.0409 1.8527  0.16
14 C -3.5726 -3.3321 -0.0870  -0.23
15 C -2.3781 -3.0184 -0.7677  -0.09
16 Br -1.8062 -4.0846 -2.1901  0.17
17 C -1.6352 -1.9300 -0.3850  0.18
18 O -0.4568 -1.5841 -0.9497  -0.64
19 C -2.0662 -1.1538 0.7036  0.20
20 N -1.2437 -0.1021 1.0495  -0.53
21 H -1.0206 2.3224 3.3337  0.26
22 H -0.5110 2.4724 1.6579  0.23
23 H 0.3503 1.3707 2.7614  0.24
24 H -2.9314 1.0216 3.7009  0.25
25 H -4.4397 -0.8346 3.0892  0.26
26 H -4.1471 -4.1870 -0.4153  0.27
27 C 1.3979 -2.9067 4.5036  -0.16
28 C 0.6471 -3.2406 3.3825  -0.18
29 C 0.7160 -2.4608 2.2421  -0.24
30 C 1.5457 -1.3391 2.2300  0.14
31 C 2.3146 -1.0077 3.3482  -0.23
32 C 2.2313 -1.7939 4.4830  -0.18
33 N 1.5905 -0.5269 1.0824  -0.50
34 C 2.7278 0.2586 0.7331  0.17
35 C 3.9556 -0.3115 0.4007  -0.23
36 C 4.9204 0.4944 -0.1726  -0.15
37 C 4.6632 1.8418 -0.4492  -0.18
38 C 3.4455 2.4037 -0.1188  -0.17
39 C 2.4708 1.6131 0.4954  -0.34
40 H 1.3454 -3.5229 5.3906  0.24
41 H 0.0206 -4.1221 3.3928  0.24
42 H 0.1713 -2.7417 1.3499  0.22
43 H 2.9663 -0.1428 3.3267  0.23
44 H 2.8212 -1.5430 5.3537  0.24
45 H 4.1335 -1.3628 0.5881  0.25
46 H 5.8865 0.0754 -0.4208  0.25
47 H 5.4354 2.4482 -0.9023  0.25
48 H 3.2624 3.4568 -0.2861  0.24
49 H 1.5670 2.0694 0.8949  0.24

Atoms 1-3, force components in eV/Å:
Mo 0.1185 -0.3900 -0.1845
I 0.1342 -0.0256 -0.0390
C -0.0006 -0.0231 0.0165

<S²>: 2.110
Spin multiplicity: 3
Charge: +2
HOMO energy (alpha / beta) in hartree: -0.49897 / -0.51035
ΔE to the lowest compared entry with this formula, charge and spin in kcal per mole: 0.00
HOMO-LUMO gap (alpha / beta) in eV: 5.73 / 6.15


Max |F| per entry: 0.355, 2.954, 0.447 eV Å⁻¹